50
Properties=species:S:1:pos:R:3 method="wB97M-V/def2-TZVPD" spin_multiplicity=5 e_above_lowest_kj_mol=0.0 e_homo_ev="-3.9 / -6.8" e_lumo_ev="-1.43 / -2.91" molar_mass_g_mol=476.28 total_energy_ha=-3037.55843
Fe 1.824 0.066 2.839
S -3.775 -0.766 -1.540
O 1.981 -2.773 2.114
O -2.719 -1.300 -2.380
O 4.169 0.295 4.500
O -5.682 1.066 -1.399
O -4.247 2.458 -3.529
O 3.355 0.577 0.425
O -2.368 1.776 -2.526
O -3.284 -0.427 -0.025
C 3.114 0.306 4.011
C -5.692 -2.630 -1.952
C -4.429 0.829 -1.766
C -4.988 -1.897 -0.983
C -1.860 -0.249 0.165
C -0.142 0.815 2.358
C 1.908 -1.660 2.457
C -6.568 2.045 -2.088
C -0.442 1.571 1.147
C -0.307 2.442 -3.495
C -5.276 -2.052 0.380
C -0.511 -0.552 2.381
C -1.795 2.480 -3.649
C -6.691 -3.508 -1.546
C -3.715 1.773 -2.649
C -6.256 -2.962 0.767
C -6.964 -3.688 -0.187
C -1.564 -1.072 1.465
C -1.347 1.137 0.226
C 2.745 0.439 1.406
H -2.182 3.502 -3.666
H 0.127 2.988 -4.336
H -6.156 2.332 -3.058
H -4.760 -1.454 1.125
H -7.534 1.550 -2.207
H -1.291 -0.788 -0.621
H 0.026 2.915 -2.565
H -6.455 -3.079 1.829
H -2.485 -1.152 2.063
H -0.124 1.415 3.291
H -0.440 -1.067 3.353
H -1.311 -2.096 1.144
H -2.122 1.947 -4.545
H 0.072 1.416 -3.526
H -1.647 1.757 -0.610
H -5.447 -2.466 -3.002
H 0.086 2.521 1.034
H -6.652 2.910 -1.427
H -7.251 -4.045 -2.306
H -7.725 -4.397 0.127